Record 1
{
  "formula": "C8H13NO3S",
  "method": "ωB97M-V/def2-TZVPD",
  "elements": ["C", "N", "C", "C", "S", "O", "O", "O", "C", "C", "C", "C", "C", "H", "H", "H", "H", "H", "H", "H", "H", "H", "H", "H", "H", "H"],
  "xyz": [[2.36407, -0.80097, -1.28418], [1.07648, -0.10042, -0.83402], [-0.21060, -0.80333, -0.75608], [-1.27440, 0.16765, -0.70135], [-2.91688, -0.10268, 0.00237], [-3.17838, -1.49027, 0.01486], [-3.85947, 0.69580, -0.73236], [-2.44512, 0.43108, 1.32008], [-0.79156, 1.64441, -0.57253], [0.05742, 1.62433, 0.62947], [1.12777, 0.36518, 0.59754], [0.47208, -0.71152, 1.42770], [-0.04725, -1.73900, 0.33856], [1.94523, -1.59237, -2.03963], [2.94127, 0.03215, -1.68481], [3.11432, -1.27152, -0.61577], [1.00659, 0.74647, -1.38448], [-0.20962, 2.16825, -1.35261], [-1.74216, 2.23199, -0.43959], [0.55357, 2.56424, 0.75961], [-0.64620, 1.43541, 1.33579], [2.01993, 0.63992, 1.06659], [-0.24107, -0.27436, 2.13996], [1.24933, -1.19254, 2.11897], [-0.99716, -2.12756, 0.58873], [0.63180, -2.54033, 0.05720]],
  "atomic_forces_ev_per_a": [[-1.26, -1.10, -1.90], [2.35, 0.10, 1.78], [-3.68, 3.46, -1.10], [3.33, -1.36, -1.13], [1.24, 1.70, 1.48], [-0.16, -2.01, -0.12], [0.34, 0.40, 0.09], [-1.15, -0.34, -1.19], [-2.03, 0.09, -1.96], [3.24, -0.76, -0.78], [-3.79, 2.51, 0.87], [1.98, -2.51, 1.23], [0.10, -0.23, 1.06], [1.43, 1.63, 1.05], [-0.06, -0.37, -0.78], [-1.52, 0.13, 0.60], [-0.16, -0.14, -0.45], [-0.63, -0.67, -0.58], [1.15, -0.27, -0.01], [0.40, 0.55, 0.24], [-1.28, -0.32, 2.86], [1.93, 0.55, -0.34], [-0.28, -0.56, -0.81], [-0.85, 0.35, -1.03], [-0.92, -0.67, 0.38], [0.28, -0.14, 0.55]],
  "smiles": "C[N@H+]1C2=C(S(=O)(=O)[O-])CC[C@H]1CC2",
  "gap_ev": 8.82,
  "homo_ev": -9.11,
  "relative_energy_kcal_mol": 119.7
}

=====

Record 2
{
  "formula": "C19H43OP3SSn",
  "method": "ωB97M-V/def2-TZVPD",
  "elements": ["Sn", "P", "P", "P", "H", "C", "C", "H", "C", "C", "C", "C", "C", "C", "C", "C", "C", "H", "H", "H", "H", "H", "H", "H", "H", "H", "H", "H", "H", "H", "H", "H", "H", "H", "H", "H", "H", "H", "H", "H", "H", "H", "H", "H", "H", "H", "C", "C", "C", "C", "C", "C", "S", "H", "H", "H", "H", "H", "H", "C", "C", "O", "H", "H", "H", "H", "H", "H"],
  "xyz": [[-0.16721, -0.10489, 0.04002], [-1.45491, -2.10506, 1.66253], [2.23660, -1.09246, 0.78816], [-2.78914, 0.58338, -0.38134], [3.39603, 2.04510, -5.86192], [2.58047, 2.76128, -5.70127], [2.63069, 3.73042, -4.77952], [3.42748, 3.77712, -4.03303], [-1.71024, -3.70240, 0.79381], [-0.55259, -2.68607, 3.14492], [-3.12271, -1.92882, 2.41197], [3.65281, -0.08015, 0.26047], [2.58758, -1.25699, 2.56764], [2.66061, -2.70861, 0.05002], [-2.97448, 1.96316, -1.56139], [-3.84054, 1.18414, 0.98746], [-3.76344, -0.74829, -1.17890], [1.72518, 2.68480, -6.38013], [1.91550, 4.55893, -4.80719], [-2.22285, -4.38391, 1.48891], [-0.74207, -4.13424, 0.50631], [-2.33611, -3.55113, -0.09674], [-1.16089, -3.47459, 3.60711], [-0.42493, -1.87071, 3.86929], [0.42885, -3.09452, 2.87513], [-3.31141, -2.85716, 2.96850], [-3.90467, -1.80811, 1.65113], [-3.14802, -1.08823, 3.11900], [4.60400, -0.51465, 0.60106], [3.54225, 0.94200, 0.64483], [3.66108, -0.02985, -0.83101], [2.89168, -2.29219, 2.78408], [1.69829, -0.98884, 3.15208], [3.40432, -0.56638, 2.82136], [3.75344, -2.83799, 0.06177], [2.30227, -2.74419, -0.98878], [2.18432, -3.51485, 0.62309], [-4.01835, 2.00696, -1.91425], [-2.29695, 1.84068, -2.41471], [-2.70985, 2.90980, -1.07148], [-4.78427, 1.57610, 0.57720], [-3.31218, 1.99389, 1.50748], [-4.06462, 0.39825, 1.71566], [-4.68436, -0.31588, -1.60315], [-4.03071, -1.54753, -0.47289], [-3.17298, -1.18921, -1.99610], [1.32793, 1.75318, -2.22727], [0.70704, 1.12088, -3.31988], [1.45561, 0.27723, -4.12648], [2.80519, 0.05321, -3.84662], [3.47294, 0.85452, -2.91183], [2.73440, 1.73340, -2.12910], [0.43537, 2.35181, -0.86337], [-0.11033, -0.75837, -1.62026], [-0.36845, 1.21884, -3.43774], [0.98529, -0.20963, -4.98438], [3.35376, -0.70672, -4.40957], [4.55972, 0.79734, -2.78596], [3.19149, 2.36646, -1.36693], [-1.09772, 2.05402, 4.77230], [-1.30215, 0.92150, 3.78079], [-0.31284, 0.90874, 2.71187], [-0.27056, 1.81617, 5.45136], [-2.00571, 2.14396, 5.37787], [-0.90193, 3.01114, 4.27542], [-1.23482, -0.05914, 4.27472], [-2.29432, 0.95590, 3.30181], [0.28710, 1.65746, 2.87607]],
  "atomic_forces_ev_per_a": [[-1.57, -1.41, -0.07], [-0.15, -1.28, 0.48], [1.79, 0.07, 0.59], [-1.38, 0.84, -0.14], [-0.15, 0.41, 0.00], [-0.23, -2.74, -2.85], [0.38, 2.93, 2.28], [-0.29, -0.08, -0.05], [0.25, 0.35, -0.41], [0.41, 0.44, -0.03], [-0.10, 0.77, -0.14], [-0.40, 0.58, -0.56], [-0.63, 0.18, 0.36], [-1.00, -0.11, -0.38], [0.69, 0.15, -0.08], [0.41, -0.05, 0.44], [0.60, -0.51, -0.02], [0.14, -0.11, 0.21], [0.22, -0.12, 0.00], [0.17, 0.20, -0.21], [-0.32, 0.03, -0.03], [0.21, -0.20, 0.19], [0.18, 0.13, -0.15], [0.04, -0.32, -0.19], [-0.24, 0.03, 0.13], [0.11, 0.19, -0.20], [0.19, -0.07, 0.31], [-0.10, -0.30, -0.22], [-0.42, -0.04, 0.13], [0.17, -0.22, 0.02], [0.16, -0.16, 0.44], [-0.11, 0.33, -0.04], [0.35, -0.14, 0.03], [-0.27, -0.23, -0.05], [-0.31, 0.20, 0.15], [0.17, -0.15, 0.23], [0.14, 0.12, -0.22], [0.37, -0.08, 0.18], [-0.30, 0.00, 0.05], [-0.16, -0.21, -0.09], [0.32, -0.16, -0.02], [-0.21, -0.09, -0.14], [0.01, 0.21, -0.24], [0.33, -0.03, 0.25], [0.07, 0.29, -0.24], [-0.26, 0.07, 0.15], [-0.37, 0.26, 0.67], [-0.21, -0.64, -0.16], [-0.76, 0.24, -0.45], [0.71, 0.11, -0.23], [0.07, 0.32, 0.08], [0.57, 0.18, 0.03], [0.66, -0.21, -0.22], [0.03, 0.07, 0.83], [0.18, -0.01, -0.19], [0.10, -0.06, 0.39], [-0.12, 0.28, 0.11], [-0.42, -0.10, -0.06], [0.05, -0.23, -0.22], [0.10, -0.42, 0.03], [-0.61, -0.35, 0.11], [0.64, 0.34, -0.58], [-0.12, 0.17, -0.14], [0.19, 0.12, -0.07], [-0.16, -0.12, 0.06], [0.01, 0.39, 0.03], [0.37, 0.23, 0.14], [-0.23, -0.26, -0.02]],
  "gap_ev": [4.21, 4.76],
  "homo_ev": [-20.16, -20.22],
  "charge": 4,
  "relative_energy_kcal_mol": 16.1
}

=====

Record 3
{
  "formula": "C12H18NP",
  "method": "ωB97M-V/def2-TZVPD",
  "elements": ["C", "C", "P", "C", "C", "C", "C", "C", "C", "N", "C", "C", "C", "C", "H", "H", "H", "H", "H", "H", "H", "H", "H", "H", "H", "H", "H", "H", "H", "H", "H", "H"],
  "xyz": [[2.29270, 0.58672, 2.67343], [1.39691, -0.10848, 1.95465], [1.11174, 0.45304, 0.17100], [-0.35164, 1.53068, 0.17190], [-1.01134, 1.95701, 1.36231], [-2.15569, 2.70824, 1.32330], [-2.68228, 3.12385, 0.06889], [-2.00326, 2.80473, -1.08454], [-0.83133, 2.02257, -1.06340], [0.37802, -1.14399, -0.23106], [-0.70076, -1.41075, -1.12019], [-1.45733, -2.63249, -0.64465], [1.50853, -2.03062, -0.43419], [2.52382, -1.51975, -1.50262], [2.47911, 0.19322, 3.69459], [2.80477, 1.41063, 2.19690], [0.90157, -1.10521, 2.25797], [-0.63385, 1.69089, 2.32149], [-2.66588, 2.98594, 2.29994], [-3.48137, 3.73978, -0.06586], [-2.35337, 3.28205, -2.00133], [-0.24415, 1.81158, -1.91523], [-0.33878, -1.74672, -2.14332], [-1.29200, -0.53956, -1.26663], [-2.07737, -3.10008, -1.34802], [-0.57230, -3.25028, -0.57284], [-1.88503, -2.44042, 0.23799], [1.03346, -2.97083, -0.69807], [2.08204, -2.07792, 0.50152], [1.92117, -1.34532, -2.32473], [2.93240, -0.62724, -1.16723], [3.37149, -2.25126, -1.65196]],
  "atomic_forces_ev_per_a": [[-1.05, -1.89, 0.38], [-0.17, 0.02, -0.62], [-0.86, -1.24, 0.71], [-1.12, 0.78, 0.54], [0.29, -0.55, -1.12], [-1.56, 0.96, 0.16], [2.71, -1.71, 1.10], [0.83, -0.04, -0.53], [-0.51, 0.08, 2.07], [1.26, 1.54, 0.59], [-0.04, -0.52, -2.26], [3.08, 0.15, -2.13], [1.04, 0.27, 0.09], [0.20, -3.09, 1.49], [0.35, 0.87, -0.67], [0.16, 0.20, 0.47], [0.68, 1.91, -0.25], [0.38, -0.39, 0.49], [0.68, -0.29, -1.46], [-2.32, 1.53, 0.26], [0.16, -0.44, 0.02], [0.26, -0.14, -1.10], [-0.08, 0.82, 0.58], [-0.63, 0.72, -0.04], [-1.14, -0.29, -1.07], [-0.63, -1.16, 0.80], [-1.74, 0.31, 3.44], [0.95, -0.41, 0.06], [-0.35, -0.60, 0.02], [-0.58, 0.33, -2.32], [0.86, 1.62, 0.46], [-1.11, 0.63, -0.16]],
  "smiles": "C=CP(c1ccccc1)N(CC)CC",
  "gap_ev": 8.62,
  "homo_ev": -7.62,
  "relative_energy_kcal_mol": 0.0
}

=====

Record 4
{
  "formula": "C9H16CaN2PS",
  "method": "ωB97M-V/def2-TZVPD",
  "elements": ["C", "C", "C", "C", "C", "Ca", "P", "H", "H", "H", "H", "H", "H", "H", "H", "S", "C", "N", "C", "C", "C", "N", "H", "H", "H", "H", "H", "H", "H", "H"],
  "xyz": [[0.46883, 0.76635, -4.44211], [-0.75496, 0.10340, -4.34554], [-0.56067, -1.11700, -3.62947], [0.82029, -1.20669, -3.30414], [1.47437, -0.04915, -3.83490], [0.07482, 0.54593, -1.75938], [-0.57062, 3.24239, -1.74793], [0.65822, 1.70010, -4.97171], [-1.71508, 0.44440, -4.76986], [-1.33846, -1.81908, -3.33712], [2.53592, 0.19331, -3.74562], [1.27917, -1.95070, -2.67049], [-1.57082, 3.46182, -0.69961], [-1.11100, 3.98253, -2.89809], [0.57514, 4.03318, -1.25692], [-0.83891, 0.95345, 0.64442], [-0.24002, -0.09580, 1.86402], [0.78260, 0.31014, 2.66323], [0.73018, -0.13010, 4.05901], [0.53145, -1.63854, 4.04450], [-0.78091, -1.97763, 3.36824], [-0.87057, -1.26830, 2.09653], [1.07509, 1.25040, 2.44798], [-0.07715, 0.37770, 4.60766], [1.68834, 0.14725, 4.49082], [0.54648, -2.04027, 5.06282], [1.35051, -2.09049, 3.45641], [-1.63492, -1.71115, 3.99569], [-0.84632, -3.03313, 3.12013], [-1.68098, -1.38432, 1.49146]],
  "atomic_forces_ev_per_a": [[1.10, -0.28, -0.23], [-0.93, -0.49, 0.20], [0.20, 0.31, -0.16], [0.12, 0.37, -0.90], [-0.49, -0.22, 0.01], [0.29, -0.04, 0.06], [-0.13, 0.98, 0.21], [-0.11, -0.25, 0.25], [0.64, -0.18, 0.37], [0.21, 0.12, -0.15], [-0.47, -0.10, -0.02], [0.07, -0.20, -0.15], [0.43, 0.31, -0.69], [0.49, -0.13, 1.09], [-1.12, -0.33, -0.53], [-0.46, 0.54, 0.11], [-0.85, 1.59, -0.43], [0.92, -0.51, 0.70], [0.43, 0.47, -0.75], [0.25, -0.14, 0.03], [-0.39, 0.27, -0.97], [-0.19, -1.65, -0.28], [0.03, -0.05, 0.25], [-0.14, -0.11, 0.14], [0.06, -0.09, 0.32], [0.00, -0.01, -0.10], [-0.21, 0.18, 0.31], [-0.13, 0.09, 0.46], [0.00, -0.24, 0.30], [0.38, -0.20, 0.54]],
  "gap_ev": [2.88, 3.60],
  "homo_ev": [0.22, -0.52],
  "charge": -1,
  "relative_energy_kcal_mol": 0.0
}